No. 1
{"formula": "C4H6O2", "method": "ωB97M-V with the def2-TZVPD basis set", "elements": ["O", "O", "C", "C", "C", "C", "H", "H", "H", "H", "H", "H"], "xyz": [[-0.237650, 1.221812, -1.518288], [1.151617, -1.076001, 0.080494], [0.033746, 1.008172, -0.106311], [-0.831129, 0.067981, 0.605329], [1.279800, 0.195099, -0.034612], [-0.351929, -1.282454, 0.324288], [-0.413183, -2.010157, 1.137174], [-0.631356, -1.765808, -0.622113], [2.307555, 0.545664, -0.113004], [-1.101742, 0.796859, -1.639791], [0.149061, 1.990575, 0.366890], [-1.354789, 0.308261, 1.519946]], "atomic_forces_ev_per_a": [[-0.3, -0.1, -0.1], [-0.2, 0.1, 0.0], [0.3, 0.0, 0.3], [-0.1, 0.0, 0.1], [0.1, 0.0, 0.1], [0.1, -0.3, 0.0], [0.0, 0.2, -0.1], [0.0, 0.1, 0.1], [-0.1, 0.0, 0.0], [0.1, 0.1, -0.1], [0.0, -0.2, -0.1], [0.0, 0.0, -0.2]], "nbo_charge": [-0.750, -0.413, -0.068, -0.523, 0.379, -0.130, 0.212, 0.200, 0.193, 0.472, 0.201, 0.227], "e_lumo_ev": [-0.28, 0.02], "e_above_lowest_kcal_mol": 96.5, "fmax_ev_per_a": 0.41, "homo_lumo_gap_ev": [6.8, 7.4], "e_homo_ev": [-7.096, -7.417], "mol_weight_g_mol": 86.090}



No. 2
{"formula": "C4H6O2", "method": "ωB97M-V with the def2-TZVPD basis set", "elements": ["O", "O", "C", "C", "C", "C", "H", "H", "H", "H", "H", "H"], "xyz": [[1.451340, -0.904580, -0.714994], [0.514630, 1.607940, -0.597959], [-2.470402, -0.384026, -0.249430], [-0.008870, 0.710186, 0.370618], [1.133307, -0.341985, 0.586775], [-1.346924, 0.053196, -0.046970], [0.738421, -1.506708, -1.017376], [0.785081, 0.987584, -1.330584], [2.027507, 0.229863, 0.899060], [-0.187722, 1.274873, 1.305943], [-3.500755, -0.600125, -0.506151], [0.864385, -1.126220, 1.301071]], "atomic_forces_ev_per_a": [[-0.4, -0.2, 0.5], [-0.5, -1.1, -0.7], [1.5, 1.0, 0.0], [0.0, -0.8, 0.0], [-0.7, 0.2, -0.9], [-0.5, 0.1, 0.3], [0.5, 0.5, 0.5], [-0.1, 1.0, 0.8], [-0.5, -0.5, -0.1], [0.0, -0.3, -0.5], [0.7, -0.1, 0.2], [0.1, 0.1, 0.0]], "nbo_charge": [-0.740, -0.696, -0.226, 0.018, -0.079, -0.078, 0.480, 0.484, 0.201, 0.213, 0.245, 0.180], "e_lumo_ev": 0.83, "e_above_lowest_kcal_mol": 66.3, "fmax_ev_per_a": 1.74, "homo_lumo_gap_ev": 11.2, "e_homo_ev": -10.326, "mol_weight_g_mol": 86.090}



No. 3
{"formula": "C4H6O2", "method": "ωB97M-V with the def2-TZVPD basis set", "elements": ["O", "O", "C", "C", "C", "C", "H", "H", "H", "H", "H", "H"], "xyz": [[0.681676, -2.138502, -0.026617], [0.789206, 1.952674, 1.098478], [1.413943, 1.236803, 0.354643], [-1.807873, 0.438331, 0.093068], [-0.925612, -0.406838, -0.370460], [0.036260, -1.197022, -0.783454], [0.297426, -2.121142, 0.861061], [1.556565, 1.479721, -0.717078], [0.428713, -1.165806, -1.795825], [-2.877444, 0.244717, 0.049094], [-1.485796, 1.379525, 0.541201], [1.892936, 0.297539, 0.695889]], "atomic_forces_ev_per_a": [[-0.1, 0.0, 0.3], [0.3, -0.3, -0.3], [-0.1, 0.1, 0.2], [0.1, -0.1, -0.1], [0.1, 0.0, 0.0], [-0.2, 0.3, -0.2], [0.1, -0.1, -0.1], [0.0, 0.0, 0.1], [-0.1, 0.0, 0.1], [0.1, 0.0, 0.0], [0.0, -0.2, -0.1], [-0.1, 0.2, 0.0]], "nbo_charge": [-0.676, -0.527, 0.280, -0.419, -0.069, 0.051, 0.482, 0.111, 0.202, 0.216, 0.234, 0.115], "e_lumo_ev": 0.72, "e_above_lowest_kcal_mol": 74.8, "fmax_ev_per_a": 0.51, "homo_lumo_gap_ev": 9.9, "e_homo_ev": -9.161, "mol_weight_g_mol": 86.090}



No. 4
{"formula": "C4H6O2", "method": "ωB97M-V with the def2-TZVPD basis set", "elements": ["O", "O", "C", "C", "C", "C", "H", "H", "H", "H", "H", "H"], "xyz": [[1.762050, -0.820433, 0.018540], [-0.140905, 1.745885, -1.149393], [-1.317641, -0.361686, 0.700584], [0.481161, 0.996286, -0.445973], [0.018044, 0.037788, 1.258006], [1.553980, -0.007523, -0.841817], [0.116948, 0.895234, 1.899393], [-1.158201, -0.861520, -0.268766], [-1.892333, 0.543376, 0.518726], [0.486322, -0.833271, 1.788638], [2.122253, -0.030338, -1.771872], [-1.878773, -1.068135, 1.318613]], "atomic_forces_ev_per_a": [[1.1, -0.4, -1.3], [1.0, -0.8, 1.5], [-0.4, 0.1, 0.0], [-1.1, -1.2, 0.9], [-0.3, 1.2, -0.6], [1.0, -0.5, 0.4], [-0.8, 0.3, 0.5], [-0.2, 0.0, 0.3], [-0.4, -0.2, -0.1], [0.2, 1.1, -1.2], [-0.1, 0.3, -0.4], [0.0, 0.2, 0.1]], "nbo_charge": [-0.442, -0.489, -0.647, 0.494, -0.398, 0.287, 0.194, 0.199, 0.218, 0.217, 0.155, 0.212], "e_lumo_ev": -0.65, "e_above_lowest_kcal_mol": 90.6, "fmax_ev_per_a": 1.98, "homo_lumo_gap_ev": 8.3, "e_homo_ev": -8.913, "mol_weight_g_mol": 86.090}



No. 5
{"formula": "C4H6O2", "method": "ωB97M-V with the def2-TZVPD basis set", "elements": ["O", "O", "C", "C", "C", "C", "H", "H", "H", "H", "H", "H"], "xyz": [[1.788382, -0.918986, -0.002821], [-0.085297, 1.721935, -1.045565], [1.527564, -0.084090, -0.828678], [0.018028, 0.124074, 1.217988], [-1.321306, -0.358746, 0.705852], [0.484149, 0.909382, -0.356483], [2.022338, -0.098550, -1.804621], [-1.806063, -1.147126, 1.288291], [0.515386, -0.729480, 1.755353], [-1.968240, 0.506678, 0.594627], [0.058977, 0.951788, 1.909717], [-1.148489, -0.785441, -0.292961]], "atomic_forces_ev_per_a": [[1.0, -0.5, -1.2], [0.8, -0.9, 1.7], [0.8, -0.5, 0.4], [-0.2, 1.2, -0.8], [-0.4, 0.1, -0.1], [-0.8, -1.2, 1.1], [-0.2, 0.3, -0.3], [0.1, 0.3, 0.2], [0.3, 1.2, -1.3], [-0.4, -0.2, -0.1], [-0.8, 0.3, 0.3], [-0.3, -0.1, 0.2]], "nbo_charge": [-0.457, -0.488, 0.293, -0.456, -0.627, 0.512, 0.151, 0.216, 0.238, 0.219, 0.202, 0.197], "e_lumo_ev": -0.61, "e_above_lowest_kcal_mol": 69.0, "fmax_ev_per_a": 2.07, "homo_lumo_gap_ev": 9.0, "e_homo_ev": -9.582, "mol_weight_g_mol": 86.090}



No. 6
{"formula": "C4H6O2", "method": "ωB97M-V with the def2-TZVPD basis set", "elements": ["O", "O", "C", "C", "C", "C", "H", "H", "H", "H", "H", "H"], "xyz": [[-1.633078, 0.241861, 1.518816], [0.773151, -0.681609, -1.790907], [-0.621897, 0.904734, 1.518617], [0.547576, 0.682830, 0.570941], [0.550146, -0.747365, 0.105246], [-0.415689, -0.954471, -1.000602], [-0.819180, -1.959491, -1.153745], [1.379519, -1.421381, -1.566352], [-0.497084, 1.749110, 2.229798], [1.474415, 0.967167, 1.084171], [0.408582, 1.400997, -0.257132], [-1.146462, -0.182382, -1.258851]], "atomic_forces_ev_per_a": [[0.6, 0.3, 0.0], [0.4, -0.6, 0.1], [-0.4, -0.2, 0.0], [0.1, 0.0, 0.0], [-0.3, 0.2, 0.0], [-0.2, 0.0, 0.2], [0.1, 0.2, 0.0], [-0.1, 0.4, -0.4], [0.0, -0.1, -0.1], [-0.2, -0.1, 0.0], [0.0, -0.1, 0.1], [0.1, -0.1, 0.1]], "nbo_charge": [-0.520, -0.623, 0.451, -0.648, 0.067, -0.183, 0.186, 0.504, 0.118, 0.228, 0.246, 0.177], "e_lumo_ev": 0.48, "e_above_lowest_kcal_mol": 111.1, "fmax_ev_per_a": 0.71, "homo_lumo_gap_ev": 9.2, "e_homo_ev": -8.687, "mol_weight_g_mol": 86.090}



No. 7
{"formula": "C4H6O2", "method": "ωB97M-V with the def2-TZVPD basis set", "elements": ["O", "O", "C", "C", "C", "C", "H", "H", "H", "H", "H", "H"], "xyz": [[1.067617, -0.014890, 0.034364], [-0.349583, 1.367377, -1.190321], [0.670524, 0.841998, -0.912304], [-0.081283, -0.512966, 0.639592], [-0.990780, -1.104225, -0.353948], [-0.105212, -0.502816, 1.960041], [-0.968543, -1.031460, 2.380506], [-0.447144, -1.603622, -1.150471], [0.484552, 0.226698, 2.634736], [-1.323830, -0.218504, -0.914263], [1.520568, 1.186512, -1.602324], [-1.969377, -1.711464, -0.100827]], "atomic_forces_ev_per_a": [[-1.2, 1.1, -0.9], [-2.0, 0.4, 0.8], [4.5, 2.1, -2.9], [0.6, -1.6, 1.8], [-2.7, -0.7, -1.0], [-0.8, 1.2, 1.3], [0.4, 0.4, 0.2], [0.3, -0.7, 0.2], [-0.7, -1.7, -1.4], [-0.7, -0.7, 0.4], [-0.1, -1.0, 1.2], [2.4, 1.2, 0.2]], "nbo_charge": [-0.481, -0.567, 0.649, 0.274, -0.722, -0.442, 0.209, 0.223, 0.229, 0.275, 0.112, 0.242], "e_lumo_ev": 0.96, "e_above_lowest_kcal_mol": 50.1, "fmax_ev_per_a": 5.81, "homo_lumo_gap_ev": 10.7, "e_homo_ev": -9.697, "mol_weight_g_mol": 86.090}



No. 8
{"formula": "C4H6O2", "method": "ωB97M-V with the def2-TZVPD basis set", "elements": ["O", "O", "C", "C", "C", "C", "H", "H", "H", "H", "H", "H"], "xyz": [[1.108969, -0.581757, -0.444913], [1.933226, 1.084728, 0.874008], [-0.137990, -0.637352, 0.225885], [-0.968108, 0.587962, 0.409554], [-1.336067, -0.426124, -0.640674], [2.040931, 0.282854, -0.013644], [-1.121558, -0.157290, -1.671088], [-0.144980, -1.410632, 0.988896], [2.944739, 0.141536, -0.626108], [-1.565204, 0.644047, 1.316038], [-0.547929, 1.531790, 0.084278], [-2.206034, -1.059763, -0.502233]], "atomic_forces_ev_per_a": [[0.1, 0.1, 0.0], [0.0, -0.5, -0.3], [-0.2, -0.1, 0.1], [0.0, 0.1, 0.1], [-0.1, -0.1, -0.1], [0.1, 0.3, 0.3], [0.0, -0.1, 0.2], [0.0, 0.1, -0.1], [-0.1, 0.1, 0.1], [0.1, 0.0, -0.2], [-0.1, -0.1, 0.0], [0.1, 0.1, 0.0]], "nbo_charge": [-0.499, -0.575, 0.062, -0.428, -0.435, 0.651, 0.226, 0.201, 0.119, 0.224, 0.235, 0.219], "e_lumo_ev": 1.04, "e_above_lowest_kcal_mol": 30.7, "fmax_ev_per_a": 0.58, "homo_lumo_gap_ev": 11.5, "e_homo_ev": -10.505, "mol_weight_g_mol": 86.090}



No. 9
{"formula": "C4H6O2", "method": "ωB97M-V with the def2-TZVPD basis set", "elements": ["O", "O", "C", "C", "C", "C", "H", "H", "H", "H", "H", "H"], "xyz": [[0.361675, -1.777417, 0.253132], [-0.982936, 1.412585, 0.880319], [-0.535714, -0.826059, 0.577574], [-0.125640, 0.601739, 0.620525], [-0.976211, -0.746125, -0.856412], [1.257296, 0.904527, 0.091328], [-1.368313, -1.126022, 1.221008], [-0.640848, -0.040472, -1.658396], [1.337139, 1.966483, -0.131730], [1.916038, 0.631549, 0.916736], [1.603465, 0.319064, -0.773886], [-1.845952, -1.319849, -1.140199]], "atomic_forces_ev_per_a": [[-0.8, 0.3, -2.2], [0.4, 0.6, 0.3], [-1.1, 0.8, -0.7], [0.2, 0.6, 0.3], [0.3, -1.4, -0.1], [0.1, 0.3, 0.3], [0.2, 0.3, 0.3], [0.5, -0.9, 1.2], [0.0, 0.0, 0.1], [0.3, 0.1, 0.0], [-0.5, 0.0, 0.4], [0.3, -0.6, 0.0]], "nbo_charge": [-0.482, -0.555, -0.081, 0.561, -0.053, -0.731, 0.192, 0.219, 0.234, 0.247, 0.246, 0.204], "e_lumo_ev": [-0.91, -1.06], "e_above_lowest_kcal_mol": 99.4, "fmax_ev_per_a": 2.31, "homo_lumo_gap_ev": [8.6, 8.4], "e_homo_ev": [-9.534, -9.448], "mol_weight_g_mol": 86.090}



No. 10
{"formula": "C4H6O2", "method": "ωB97M-V with the def2-TZVPD basis set", "elements": ["O", "O", "C", "C", "C", "C", "H", "H", "H", "H", "H", "H"], "xyz": [[-0.181416, 0.470186, 2.666705], [-0.998121, 0.020522, 1.683314], [1.590584, 0.862279, -0.349101], [0.992101, -0.004253, 0.463651], [-0.460152, -0.173968, 0.556943], [-1.325153, -0.697331, -0.539543], [-1.073740, -0.217339, -1.490354], [1.032392, 1.556044, -0.972725], [-1.137151, -1.771996, -0.665553], [-2.383302, -0.548913, -0.311337], [2.671857, 0.955333, -0.359911], [1.552216, -0.606694, 1.178147]], "atomic_forces_ev_per_a": [[0.3, 0.1, 0.4], [-0.2, -0.3, -0.8], [-0.1, -0.1, 0.1], [0.1, 0.2, -0.2], [0.0, 0.0, 0.3], [0.0, 0.1, 0.0], [0.0, 0.0, 0.2], [0.0, -0.2, 0.0], [0.0, 0.2, 0.0], [0.2, 0.0, 0.0], [-0.2, 0.0, 0.0], [0.0, 0.1, -0.1]], "nbo_charge": [-0.485, -0.097, -0.335, -0.278, 0.485, -0.684, 0.240, 0.198, 0.247, 0.246, 0.211, 0.252], "e_lumo_ev": [0.01, 0.01], "e_above_lowest_kcal_mol": 120.9, "fmax_ev_per_a": 0.90, "homo_lumo_gap_ev": [8.9, 8.9], "e_homo_ev": [-8.857, -8.858], "mol_weight_g_mol": 86.090}



No. 11
{"formula": "C4H6O2", "method": "ωB97M-V with the def2-TZVPD basis set", "elements": ["O", "O", "C", "C", "C", "C", "H", "H", "H", "H", "H", "H"], "xyz": [[-0.356757, -0.050114, -1.075972], [1.677042, -0.286430, 1.213019], [0.979354, 0.010597, -1.482476], [0.506108, -0.119468, 1.278208], [-1.791546, 0.035333, 0.718188], [-0.539381, -0.104185, 0.276805], [-2.091074, 0.045774, 1.857764], [0.885957, 0.166840, -2.517899], [-2.452755, 0.153328, -0.160089], [1.501922, -0.918559, -1.433387], [0.132451, 0.208800, 2.365196], [1.548679, 0.858083, -1.039355]], "atomic_forces_ev_per_a": [[0.0, -0.5, 1.4], [1.7, -0.6, -0.9], [0.8, 1.0, -0.5], [-0.6, 1.2, 3.6], [-0.7, 0.0, 1.0], [-1.3, 0.5, -0.2], [0.6, 0.0, -2.8], [0.1, 0.6, -1.5], [-0.5, -0.1, 1.2], [0.4, -0.7, 0.8], [-0.1, -0.8, -1.9], [-0.4, -0.7, -0.2]], "nbo_charge": [-0.486, -0.512, -0.252, 0.373, -0.385, 0.140, 0.234, 0.187, 0.225, 0.185, 0.105, 0.185], "e_lumo_ev": 0.31, "e_above_lowest_kcal_mol": 59.3, "fmax_ev_per_a": 3.86, "homo_lumo_gap_ev": 9.7, "e_homo_ev": -9.438, "mol_weight_g_mol": 86.090}



No. 12
{"formula": "C4H6O2", "method": "ωB97M-V with the def2-TZVPD basis set", "elements": ["O", "O", "C", "C", "C", "C", "H", "H", "H", "H", "H", "H"], "xyz": [[0.323941, 1.648276, 0.304572], [-1.013628, 0.607875, -1.534481], [-0.776371, -0.817017, 0.417428], [-1.342404, -0.355279, -0.856361], [1.250506, 0.598894, 0.219205], [0.523266, -0.636763, 0.691572], [1.655297, 0.571160, -0.803894], [2.118940, 0.731838, 0.880487], [-1.402962, -1.449631, 1.035930], [-2.063741, -1.046455, -1.306074], [0.981915, -1.287612, 1.427533], [-0.254759, 1.434714, -0.475917]], "atomic_forces_ev_per_a": [[0.5, 0.5, -0.1], [-0.3, -0.5, 0.0], [0.1, -0.2, -0.1], [-0.1, 0.1, -0.4], [0.2, -0.3, 0.0], [-0.2, 0.1, 0.2], [0.0, -0.5, 0.1], [-0.3, 0.3, -0.1], [0.2, -0.4, -0.4], [-0.3, -0.1, 0.1], [0.1, 0.2, 0.2], [0.3, 0.8, 0.5]], "nbo_charge": [-0.737, -0.552, -0.350, 0.407, -0.139, -0.063, 0.194, 0.195, 0.223, 0.137, 0.206, 0.477], "e_lumo_ev": -0.18, "e_above_lowest_kcal_mol": 48.4, "fmax_ev_per_a": 1.03, "homo_lumo_gap_ev": 9.7, "e_homo_ev": -9.890, "mol_weight_g_mol": 86.090}



Question: Number 4 is which compound?
Answer: C4H6O2